1.
46
Properties=species:S:1:pos:R:3 method="wB97M-V/def2-TZVPD" e_above_lowest_kj_mol=0.0 smiles="Cc1nn(Cc2ccccc2)c(Cl)c1C(=O)OCc1nnc(-c2ccccc2)o1" homo_lumo_gap_ev=9.22 charge=0
C 0.388 1.878 3.176
C 1.277 1.701 2.005
N 2.513 1.262 2.112
N 3.031 1.226 0.881
C 2.137 1.626 -0.038
C 0.966 1.958 0.640
C -0.294 2.459 0.117
O -1.252 2.766 0.782
O -0.282 2.542 -1.234
C -1.477 3.015 -1.828
C -2.672 2.234 -1.406
N -3.892 2.658 -1.356
N -4.649 1.623 -0.955
C -3.856 0.610 -0.776
C -4.220 -0.715 -0.331
C -5.562 -1.006 -0.084
C -5.921 -2.268 0.344
C -4.952 -3.244 0.529
C -3.619 -2.956 0.285
C -3.248 -1.696 -0.144
H -2.211 -1.463 -0.334
H -2.866 -3.716 0.431
H -5.237 -4.230 0.864
H -6.959 -2.496 0.536
H -6.295 -0.229 -0.234
O -2.570 0.936 -1.064
H -1.655 4.065 -1.568
H -1.320 2.924 -2.907
Cl 2.525 1.671 -1.686
C 4.371 0.750 0.650
C 4.360 -0.569 -0.084
C 3.564 -1.607 0.382
C 3.532 -2.817 -0.288
C 4.301 -3.000 -1.426
C 5.098 -1.969 -1.892
C 5.125 -0.756 -1.226
H 5.743 0.049 -1.596
H 5.698 -2.107 -2.780
H 4.277 -3.944 -1.949
H 2.909 -3.618 0.079
H 2.968 -1.461 1.271
H 4.928 1.498 0.080
H 4.823 0.637 1.639
H -0.512 1.279 3.054
H 0.913 1.582 4.079
H 0.076 2.917 3.251



2.
14
Properties=species:S:1:pos:R:3 method="wB97M-V/def2-TZVPD" e_above_lowest_kj_mol=295.5 homo_lumo_gap_ev=5.22 charge=-1
C 0.850 -0.370 -1.696
O -0.388 0.178 -2.041
H 1.470 0.405 -1.218
H 0.747 -1.228 -1.012
H 1.374 -0.658 -2.648
C 0.274 -0.727 1.789
S 0.263 1.113 1.289
C -1.197 1.140 0.286
H -0.392 -1.263 1.184
H 0.075 -0.780 2.868
H 1.301 -1.106 1.534
H -1.580 2.179 0.122
H -0.788 0.639 -1.140
H -2.009 0.478 0.684



no.,highest occupied orbital energy (eV)
1,-8.75
2,-1.42